Entry 1:
Formula: C3HAlO2
Source: the Open Molecules 2025 dataset
Level of theory: ωB97M-V/def2-TZVPD

Structure (XYZ):
```
7
Properties=species:S:1:pos:R:3:lowdin_charge:R:1
O 1.01 -1.02 -0.03 0.209
O 0.70 1.13 -0.13 0.216
C 0.23 -0.04 -0.16 -0.476
Al 2.21 0.26 -0.06 1.480
C -2.30 0.10 0.32 0.272
C -1.22 -0.24 -0.21 0.034
H -2.33 -1.21 -0.05 0.266
```

Computed properties:
maximum force	7.09	eV/Å
energy above the lowest of the compared OMol25 structures with the same formula, charge and spin	57.75	kJ/mol
HOMO level	-20.20	eV
E_tot	-506.83059	Eh
charge	+2
Kohn-Sham gap	0.1675	Eh



Entry 2:
Formula: C36H25Cl72N2
Source: the Open Molecules 2025 dataset
Level of theory: ωB97M-V/def2-TZVPD

Structure (XYZ):
```
135
Properties=species:S:1:pos:R:3:lowdin_charge:R:1
C -0.04 -4.73 1.38 -0.121
C -1.56 -4.34 1.06 -0.180
C -1.62 -3.15 0.00 -0.296
C -1.87 -3.73 -1.47 -0.081
C -2.74 -2.13 0.34 -0.055
C -4.11 -2.51 -0.02 0.053
N -5.22 -1.71 0.27 0.128
C -5.09 -0.50 0.91 -0.130
C -6.30 0.38 1.27 -0.140
C -7.04 1.09 0.21 -0.031
C -8.16 1.85 0.76 -0.184
C -8.41 1.85 2.19 -0.118
N -7.72 1.24 3.22 -0.078
C -6.69 0.54 2.65 -0.112
C -3.75 -0.01 1.28 0.100
C -2.52 -0.81 1.01 -0.022
C -1.10 -0.33 1.43 -0.286
C -0.06 -0.25 0.23 -0.065
C -1.16 1.15 2.06 -0.229
C 0.20 1.46 2.85 -0.087
H 0.58 -3.81 1.56 0.046
H 0.04 -5.45 2.24 0.066
H 0.41 -5.26 0.49 0.040
H -1.98 -3.92 2.01 0.114
H -2.08 -5.26 0.69 0.064
H -0.58 -2.71 -0.03 0.093
H -1.00 -4.40 -1.75 0.071
H -2.80 -4.34 -1.54 0.061
H -1.85 -2.89 -2.24 0.051
H -4.36 -3.49 -0.51 0.129
H -6.16 -2.02 0.03 0.181
H -6.82 1.06 -0.88 0.126
H -8.83 2.44 0.08 0.099
H -9.31 2.43 2.53 0.132
H -6.05 -0.01 3.40 0.122
H -3.71 0.98 1.78 0.119
H -0.76 -1.00 2.27 0.148
H 0.75 -1.00 0.47 0.053
H 0.47 0.75 0.22 0.089
H -0.47 -0.55 -0.76 0.063
H -1.26 1.84 1.17 0.124
H -1.99 1.26 2.80 0.097
H -0.06 2.15 3.70 0.080
H 0.59 0.47 3.21 0.080
H 0.93 1.99 2.19 0.075
C -5.91 5.44 -0.42 -1.993
Cl -6.76 4.05 0.29 0.627
Cl -7.00 6.84 -0.49 0.507
Cl -4.50 5.84 0.58 0.528
Cl -5.37 5.03 -2.06 0.525
C 3.48 -4.78 3.94 -2.041
Cl 2.65 -6.18 4.65 0.521
Cl 2.37 -3.40 3.91 0.504
Cl 4.90 -4.38 4.91 0.535
Cl 3.98 -5.17 2.29 0.515
C -0.41 -8.25 -0.90 -2.013
Cl 0.12 -8.30 0.80 0.539
Cl -0.27 -9.87 -1.60 0.548
Cl -2.09 -7.71 -0.98 0.484
Cl 0.62 -7.12 -1.80 0.531
C -6.61 1.63 7.25 -2.008
Cl -7.66 2.74 8.15 0.511
Cl -6.78 -0.01 7.91 0.490
Cl -7.08 1.62 5.53 0.600
Cl -4.93 2.16 7.40 0.514
C 2.08 -1.68 -2.94 -1.983
Cl 2.57 0.02 -2.87 0.505
Cl 2.35 -2.45 -1.37 0.526
Cl 0.35 -1.78 -3.35 0.542
Cl 3.04 -2.52 -4.18 0.520
C 1.58 -2.07 -8.17 -2.009
Cl 0.02 -2.01 -9.02 0.529
Cl 2.24 -3.72 -8.26 0.515
Cl 2.71 -0.94 -8.94 0.507
Cl 1.35 -1.62 -6.47 0.469
C -10.83 -0.33 8.62 -2.003
Cl -9.81 0.31 7.32 0.482
Cl -11.03 -2.08 8.40 0.531
Cl -10.05 -0.02 10.18 0.508
Cl -12.42 0.46 8.57 0.495
C -12.39 4.26 10.25 -2.020
Cl -11.23 5.58 10.46 0.519
Cl -13.55 4.28 11.59 0.529
Cl -13.26 4.47 8.72 0.517
Cl -11.53 2.71 10.24 0.456
C -5.66 10.61 -1.41 -2.033
Cl -5.17 10.57 0.29 0.517
Cl -5.53 8.98 -2.10 0.475
Cl -7.35 11.16 -1.53 0.523
Cl -4.61 11.72 -2.31 0.527
C 6.12 0.73 -0.30 -2.000
Cl 5.68 2.43 -0.04 0.508
Cl 4.68 -0.20 -0.74 0.473
Cl 7.30 0.62 -1.62 0.480
Cl 6.83 0.07 1.18 0.539
C 7.17 1.28 -6.02 -2.002
Cl 6.33 1.97 -7.43 0.493
Cl 8.20 -0.06 -6.54 0.490
Cl 8.17 2.53 -5.26 0.524
Cl 5.97 0.69 -4.86 0.499
C 7.61 5.81 0.49 -2.020
Cl 8.80 7.11 0.69 0.518
Cl 6.46 5.84 1.84 0.484
Cl 6.73 6.03 -1.03 0.520
Cl 8.45 4.24 0.46 0.505
C 6.96 8.66 5.05 -2.028
Cl 6.15 7.26 5.77 0.512
Cl 5.84 10.03 4.99 0.521
Cl 8.37 9.09 6.04 0.525
Cl 7.49 8.25 3.41 0.464
C 9.70 -2.91 -3.71 -1.999
Cl 8.65 -1.80 -2.81 0.483
Cl 9.57 -4.53 -3.01 0.535
Cl 9.19 -2.95 -5.40 0.503
Cl 11.38 -2.35 -3.60 0.485
C 15.45 -4.06 -2.69 -2.026
Cl 16.00 -4.04 -1.00 0.518
Cl 15.60 -5.70 -3.34 0.521
Cl 13.75 -3.55 -2.76 0.458
Cl 16.44 -2.94 -3.65 0.522
C 6.27 -2.88 -10.00 -2.023
Cl 6.40 -1.36 -9.09 0.483
Cl 6.57 -4.25 -8.91 0.518
Cl 4.64 -3.02 -10.69 0.492
Cl 7.47 -2.89 -11.30 0.533
C -5.36 -8.02 1.24 -2.026
Cl -6.48 -8.98 0.26 0.542
Cl -6.20 -7.41 2.68 0.531
Cl -3.99 -9.02 1.73 0.527
Cl -4.77 -6.64 0.28 0.462
C 7.02 5.64 -9.23 -2.034
Cl 7.47 7.35 -9.23 0.524
Cl 7.36 4.93 -7.64 0.473
Cl 5.28 5.49 -9.58 0.514
Cl 7.95 4.78 -10.47 0.523
```

Computed properties:
maximum force	5.59	eV/Å
HOMO level	-11.92	eV
E_tot	-34629.51013	Eh
charge	+1
Kohn-Sham gap	0.2983	Eh